{"formula": "C4H10O2", "method": "ωB97M-V with the def2-TZVPD basis set", "lumo_ev": 0.871, "e_homo_ha": -0.3692, "gap_ev": 10.9, "smiles": "CC(C)C=O.O", "e_tot_ha": -308.876727, "symbols": ["C", "C", "C", "C", "O", "H", "H", "H", "H", "H", "H", "H", "H", "O", "H", "H"], "xyz": [[-1.097, -1.029, -0.644], [-0.053, 0.063, -0.905], [-0.390, 1.376, -0.206], [1.325, -0.458, -0.577], [2.171, 0.126, 0.067], [-0.874, -1.948, -1.199], [-1.127, -1.264, 0.426], [-2.089, -0.684, -0.954], [-0.003, 0.231, -1.994], [-1.158, 1.923, -0.761], [-0.773, 1.174, 0.799], [0.494, 2.013, -0.111], [1.551, -1.460, -1.001], [0.522, -0.386, 2.372], [0.204, 0.411, 2.811], [1.298, -0.086, 1.876]]}